C23H19N6O4SV as an isolated structure. Source: the OMol25 dataset; level of theory: ωB97M-V/def2-TZVPD.

## Properties
⟨S²⟩: 2.0168
spin multiplicity: 3
electronic energy: -77799.9094 eV
gap between HOMO and LUMO (alpha / beta): 5.74 / 5.76 eV
HOMO energy (alpha / beta): -13.39 / -13.39 eV
LUMO (alpha / beta): -7.6473 / -7.6389 eV
net charge: +2

CARTESIAN COORDINATES (ANGSTROEM)
V -0.66 -0.69 -0.52
S 0.35 1.11 -2.21
O 0.28 1.85 6.14
O 0.77 -0.32 -1.83
O 0.35 -0.03 7.30
O -0.31 1.23 -3.46
N -2.73 2.32 -1.66
N 4.85 4.73 -1.68
N -0.86 -2.61 -1.40
N -0.68 1.25 -0.94
N -0.44 -1.94 1.13
N -2.58 0.10 -0.83
C 1.86 3.14 -3.01
C 0.06 -0.13 4.88
C -2.06 1.30 -1.19
C -0.73 -0.10 2.62
C 3.82 3.88 -1.80
C 2.91 4.00 -2.88
C -1.06 -2.90 -2.68
C -4.68 0.95 -1.41
C 0.24 0.66 6.16
C 3.62 2.85 -0.85
C 0.53 -1.42 4.69
C -0.30 -3.18 0.83
C 0.39 -2.06 3.47
C -0.32 -4.90 -0.97
C -0.51 -3.60 -0.55
C -0.57 0.53 3.83
C -0.54 -5.21 -2.31
C 2.57 1.99 -0.97
C -0.92 -4.20 -3.17
C -0.25 -1.40 2.43
C -4.05 2.14 -1.77
C -3.90 -0.08 -0.94
C 1.69 2.13 -2.05
H 3.06 4.78 -3.61
H 4.32 2.76 -0.02
H 5.50 4.66 -0.92
H 5.00 5.47 -2.36
H -5.75 0.84 -1.50
H -0.02 -3.93 1.57
H -4.30 -1.04 -0.65
H 1.07 -1.94 5.48
H 1.17 3.23 -3.83
H -0.01 -5.66 -0.26
H 0.14 -0.96 7.21
H -4.61 2.97 -2.16
H 2.44 1.20 -0.24
H -1.25 0.41 1.82
H -0.41 -6.22 -2.67
H -1.10 -4.39 -4.22
H 0.82 -3.04 3.34
H -0.91 1.55 3.99
H -1.32 -2.08 -3.33